# C70H77BrI2N2NaO3P3Si

A structure of composition C70H77BrI2N2NaO3P3Si in a non-equilibrium geometry (ωB97M-V with the def2-TZVPD basis set, the Open Molecules 2025 dataset).

Its LUMO energy is 3.300 eV. The value obtained for the HOMO energy is -1.427 eV. As for the charge: -2. The value obtained for the HOMO-LUMO gap is 4.7264 eV.

```
160
Properties=species:S:1:pos:R:3:mulliken_charge:R:1
H -2.06 -1.56 1.27 1.33
H 1.22 -3.95 -1.21 -0.40
P -1.63 2.12 -1.27 0.18
C 1.07 2.88 1.49 -0.13
O -0.02 -2.41 0.26 -0.02
C -4.03 0.25 5.22 0.40
H 6.03 -2.04 -1.92 0.52
C -4.97 0.82 -3.54 -1.08
C -3.15 4.68 -1.36 -0.72
H -2.48 -5.55 -3.83 0.19
H -4.84 -0.27 -5.42 0.57
H 6.10 -3.44 3.23 0.34
H -2.58 0.53 -6.03 0.57
C -2.71 3.47 -0.54 -0.13
C -3.50 1.66 4.94 -1.39
H -1.49 4.11 -3.48 0.58
C -4.17 5.31 0.91 -0.85
H 0.50 -2.51 4.27 -0.01
C 0.46 -3.17 -5.48 -0.19
H 6.25 -1.12 2.36 0.40
H -3.55 1.91 -5.55 0.38
H -2.47 -0.26 6.61 0.40
H 2.36 -6.66 -4.33 0.43
C -2.33 -4.57 -3.41 -1.02
C -4.17 0.08 -4.63 0.10
C 0.43 3.32 3.81 -0.15
H 4.96 -0.47 0.37 0.17
C -0.26 3.10 -2.03 -0.11
C 5.54 -3.16 2.35 -0.55
C 3.54 -4.88 -4.14 -0.65
C -4.28 5.43 -0.62 -0.92
H 1.85 -2.74 6.36 0.46
C 1.85 4.49 -3.24 -0.78
H 2.14 -0.32 6.92 0.48
Si 1.47 1.71 -0.04 0.06
C 0.55 4.67 -3.71 -1.22
H -5.04 -4.12 3.05 0.45
H 2.77 0.59 -2.79 0.53
H 6.69 1.47 -4.28 0.37
C -2.01 4.00 0.73 1.16
H 4.18 -5.12 -4.98 0.39
C 0.66 -1.96 -4.82 -0.43
C 2.15 -2.03 5.58 -1.23
H 3.66 3.09 0.27 0.57
C -1.59 -3.64 1.49 -0.44
H 1.57 -1.71 2.18 -0.59
C -2.70 5.25 1.32 -1.06
H -4.45 -0.16 4.30 -0.68
H -2.17 -1.11 3.69 -1.32
C 4.00 -3.71 0.58 -0.50
H -2.77 0.37 -2.32 -0.83
C 1.88 -4.21 -2.04 0.32
H -5.25 5.03 -0.95 0.30
C 5.65 -1.15 -2.41 -0.17
O 0.58 -4.44 1.03 -0.80
H 0.63 -0.59 6.07 -0.08
H -3.15 2.11 5.88 0.36
Na 0.17 -0.72 -0.82 0.91
C 4.90 -1.49 0.73 -0.12
C -3.08 0.99 -5.17 -1.41
H 2.67 5.02 -3.72 0.40
C 3.82 0.33 -2.89 -0.50
C 1.72 -0.61 5.95 -0.29
H -5.33 0.10 -2.79 0.30
H 3.24 0.43 4.88 0.52
C -2.69 1.40 -2.68 1.90
C 1.33 5.11 2.49 -1.08
C -0.21 -3.50 0.85 -0.43
H -4.83 0.27 5.97 0.46
H -2.75 1.31 2.95 0.09
H 3.25 -2.06 5.53 0.36
C 2.08 3.66 -2.16 0.04
H 1.02 -3.39 -6.37 0.38
H -2.00 2.66 3.78 0.13
C -1.20 0.71 4.32 0.16
C -0.49 3.97 -3.10 -0.28
H 0.73 5.31 4.55 0.37
H 0.86 -6.06 -2.44 0.46
C 5.63 -1.86 1.85 -0.81
H 3.10 3.56 -1.79 0.32
H 1.81 1.40 5.15 0.36
H -3.98 -4.70 -2.05 0.40
H -4.68 6.14 1.39 0.53
H 1.84 4.61 0.48 0.35
H -4.27 6.48 -0.91 0.40
C -1.28 -3.76 -3.89 1.62
C -2.36 1.64 3.92 -0.29
H -0.73 1.09 5.23 0.69
H 2.29 0.60 2.77 -0.56
C 3.40 2.03 0.17 -1.53
C 0.53 2.43 2.72 0.91
H -5.86 1.28 -3.98 0.47
I -0.65 -5.90 -6.02 -0.03
H -1.96 3.21 1.47 -0.66
C 1.06 2.94 -1.51 0.59
C 1.45 4.24 1.43 0.01
H 4.00 1.61 -0.64 0.43
H -2.20 6.16 0.95 0.39
H 0.03 2.99 4.75 0.22
C -1.77 -0.68 4.62 1.81
H -4.15 2.82 -3.42 0.24
C -2.04 1.31 -4.08 0.22
O 0.33 -0.60 -2.88 -0.22
C -3.16 -4.10 -2.43 -1.43
C 1.68 -5.40 -2.72 -0.78
C 0.82 4.65 3.70 -0.96
C -2.95 -2.81 -1.93 -0.76
H 4.62 -5.08 2.10 0.41
H 3.33 -4.42 0.11 0.26
H 7.55 -0.59 -3.21 0.37
C 4.72 -4.07 1.71 -0.62
H -0.99 -1.36 4.95 -0.34
P 0.00 0.65 2.87 0.38
C -3.65 -2.71 2.20 -0.09
H -3.24 -1.66 5.87 0.40
H -4.32 2.30 4.58 0.43
C -2.88 -0.65 5.67 -1.28
C -2.07 -4.86 1.94 -0.07
C 3.75 -3.69 -3.44 -0.82
H 3.09 -1.52 3.02 -0.16
C 2.15 0.40 4.88 -1.46
H -1.51 2.22 -4.34 0.11
H -4.66 4.39 1.25 0.26
P 3.05 -1.82 -1.35 3.10
C -1.07 -2.52 -3.23 -0.74
H 1.63 6.15 2.39 0.34
C -4.13 1.90 -2.83 -0.81
H -2.59 5.26 2.40 0.47
H 4.29 2.06 -4.06 0.52
C 2.00 -1.44 3.14 1.04
C 6.50 -0.33 -3.13 -0.74
C -4.06 -3.97 2.61 -0.37
I 1.91 -0.54 -5.72 -0.08
H -3.65 -2.37 -1.22 0.58
N -3.28 -5.04 2.48 -0.74
H 1.94 -3.44 3.93 0.56
C 1.59 -2.44 4.22 -0.42
Br -4.86 -1.25 2.36 -0.25
C 4.29 -0.83 -2.28 -0.42
C 4.10 -2.42 0.06 0.10
C 2.93 -3.35 -2.37 0.38
H -2.28 5.34 -1.48 0.40
H -3.49 4.42 -2.36 0.19
H 3.71 1.53 1.10 0.30
H -0.98 4.24 0.48 -0.44
C 6.02 0.83 -3.72 -0.64
C -0.45 -4.08 -5.00 -0.20
H 0.35 5.33 -4.55 0.36
H -1.43 -5.73 1.84 0.52
C 1.68 0.03 3.47 0.71
C 0.04 -1.61 -3.59 -0.26
C 4.68 1.16 -3.60 -0.91
H -3.61 2.92 -0.23 0.75
H 4.53 -3.02 -3.77 0.33
H -3.69 -0.81 -4.20 -0.42
H -4.59 2.13 -1.86 0.03
C -2.41 -2.53 1.63 -0.73
H -1.29 0.53 -4.06 -0.44
N -1.93 -2.06 -2.28 1.20
C 2.52 -5.74 -3.78 -0.93
```